{"formula": "C5H5NO4", "method": "ωB97M-V with the def2-TZVPD basis set", "species": ["C", "C", "C", "C", "C", "N", "O", "O", "O", "O", "H", "H", "H", "H", "H"], "positions_angstrom": [[-1.468, 0.148, 0.665], [-1.793, 0.328, -0.653], [-0.149, 0.467, 1.050], [-0.850, 0.646, -1.564], [0.786, 0.821, 0.014], [1.344, -1.413, 0.049], [0.802, -2.464, -0.094], [2.334, -1.235, 1.000], [0.455, 0.886, -1.319], [1.852, 1.290, 0.350], [-2.259, -0.232, 1.244], [-2.700, -0.095, -0.922], [0.237, 0.468, 2.020], [-1.111, 0.755, -2.687], [2.520, -0.369, 0.845]], "relative_energy_kj_mol": 327.9, "total_energy_ha": -549.08704, "lumo_energy_ev": -0.59, "homo_lumo_gap_ev": 8.405, "largest_force_ev_per_a": 6.7, "charge": 0}